This record from the OMol25 dataset describes a molecular structure, C4H26BO21 at a distorted geometry. The level of theory is ωB97M-V/def2-TZVPD.

```
52
Properties=species:S:1:pos:R:3:forces:R:3
O 17.688 -14.647 -12.784 -0.5 -1.8 0.8
C 17.238 -13.877 -13.588 3.7 -1.8 1.3
O 17.906 -13.520 -14.610 0.2 1.4 -2.1
B 17.476 -12.108 -14.837 1.1 -0.4 -2.0
O 16.378 -11.862 -13.936 0.8 2.1 -1.7
C 16.271 -12.906 -13.256 -5.8 0.0 4.5
O 15.442 -13.014 -12.358 1.3 -0.3 -1.0
O 17.028 -11.907 -16.211 -2.1 -5.0 1.8
C 17.656 -10.996 -16.781 -2.9 3.1 -2.7
O 17.049 -10.281 -17.557 1.9 0.0 -0.9
C 18.714 -10.648 -15.885 4.3 8.3 0.4
O 18.588 -11.179 -14.732 -0.1 -2.1 1.6
O 19.292 -9.530 -16.001 -0.5 -3.6 -0.5
O 14.905 -8.168 -18.129 -0.5 1.1 -1.1
H 15.765 -8.550 -18.113 1.2 -1.1 0.7
H 15.076 -7.549 -18.864 -0.7 -0.1 0.5
O 15.605 -16.549 -12.989 -1.5 -1.5 1.0
H 16.254 -15.893 -13.050 1.6 1.3 0.1
H 15.280 -16.701 -13.860 -0.4 -0.2 -1.0
O 14.401 -12.025 -16.505 -1.8 0.8 0.4
H 14.372 -11.043 -16.442 0.5 -1.2 -0.3
H 15.286 -12.313 -16.680 0.7 0.4 -0.2
O 17.620 -7.205 -15.861 0.7 1.7 -1.7
H 17.287 -7.346 -15.008 -0.8 -0.6 1.9
H 17.649 -8.051 -16.280 0.1 -0.9 -0.3
O 17.923 -15.040 -9.705 -0.2 1.0 -1.6
H 18.093 -15.112 -10.688 -0.4 0.0 1.7
H 17.163 -14.390 -9.662 1.2 -1.3 0.2
O 12.943 -12.766 -11.450 -0.3 -0.1 0.2
H 13.396 -13.336 -10.837 -0.5 -0.6 1.5
H 13.752 -12.685 -11.942 0.4 0.9 -1.5
O 15.287 -14.443 -9.980 -0.1 0.8 0.3
H 15.700 -13.857 -10.647 -0.8 -0.6 0.1
H 14.632 -14.983 -10.419 0.1 -0.3 -0.5
O 15.410 -10.077 -10.958 1.2 -0.5 -1.1
H 14.577 -9.792 -10.671 -2.0 0.5 1.1
H 15.272 -10.064 -11.920 0.5 0.0 0.2
O 16.452 -9.140 -13.933 -1.6 0.1 -1.5
H 15.957 -9.947 -14.126 -0.2 0.5 -0.3
H 17.002 -9.454 -13.251 1.6 -0.2 1.8
O 16.955 -12.161 -9.799 -0.3 -0.2 -0.7
H 17.260 -11.538 -9.157 0.5 0.4 0.9
H 16.296 -11.616 -10.267 -0.1 0.0 -0.2
O 19.835 -8.412 -13.371 -0.8 -1.3 -1.9
H 19.825 -8.685 -14.352 0.2 0.8 1.8
H 19.126 -9.021 -13.048 0.9 0.8 0.0
O 18.103 -9.918 -11.797 -1.6 1.0 -1.1
H 18.616 -9.575 -11.099 0.9 0.6 1.2
H 18.380 -10.803 -11.939 0.9 -1.7 -0.1
O 19.318 -12.402 -11.687 0.1 -0.6 -1.2
H 18.885 -12.455 -10.842 -0.6 -0.2 0.9
H 19.132 -13.276 -12.092 0.3 0.7 0.4
```
Positions in Å, forces in eV/Å.

The calculation puts the LUMO energy at 1.166 eV. The HOMO-LUMO gap comes out at 8.89 eV. The net charge is -1.

This record from the OMol25 dataset describes a molecular structure, C3HBr5 at a distorted geometry. The level of theory is ωB97M-V/def2-TZVPD.

```
9
Properties=species:S:1:pos:R:3:forces:R:3
C 0.216 -0.672 -0.377 -4.8 -2.8 0.5
C -3.254 -0.362 -0.180 2.7 0.2 -0.1
C -1.928 0.017 -0.305 -0.7 -1.2 0.6
Br 0.412 -0.884 -2.186 0.6 0.3 -0.5
Br -4.728 0.878 -0.038 0.7 -0.7 -0.2
Br -3.744 -2.186 -0.052 0.2 0.3 -0.1
Br 0.277 -2.331 0.656 0.2 0.9 -0.6
Br -1.577 1.810 -0.358 0.4 1.5 -0.1
H 0.619 0.087 0.204 0.7 1.6 0.4
```
Positions in Å, forces in eV/Å.

The calculation puts the LUMO energy at -1.188 eV. The HOMO-LUMO gap comes out at 7.82 eV.

This record from the OMol25 dataset describes a gas-phase ion, C7H15ClNO2S (charge +1) at a distorted geometry. The level of theory is ωB97M-V/def2-TZVPD.

```
27
Properties=species:S:1:pos:R:3:forces:R:3
C -0.990 -1.065 -3.756 0.9 0.6 0.6
C -0.451 -0.470 -2.363 -0.8 -3.4 -0.1
O -0.392 -1.238 -1.396 0.1 3.3 -1.9
O -0.040 0.892 -2.362 -1.6 -0.8 1.0
C -0.800 1.683 -1.440 0.4 0.9 -1.0
S -0.201 1.520 0.345 -0.2 0.1 0.0
C -1.511 0.488 1.160 -2.0 -1.6 0.8
N -1.200 0.121 2.567 -0.8 -0.1 -0.8
C 1.453 0.692 0.332 1.6 -1.1 0.4
C 1.528 -0.692 1.135 0.9 0.0 0.1
C 2.071 -0.385 2.609 0.7 0.1 -0.7
Cl 1.550 -1.699 3.772 0.2 1.1 -0.7
H -0.081 -1.117 -4.455 -1.4 0.2 0.8
H -1.361 -2.128 -3.563 0.5 1.7 -0.2
H -1.799 -0.396 -4.194 1.2 -0.9 0.5
H -0.607 2.780 -1.713 -0.1 -1.7 0.5
H -1.926 1.532 -1.521 1.4 -0.2 0.5
H -2.449 1.150 1.204 1.7 -0.5 -0.4
H -1.819 -0.437 0.571 0.9 1.4 0.1
H -0.833 -0.840 2.640 0.0 0.7 -0.2
H -2.129 0.062 3.025 0.9 0.3 -0.1
H 1.890 0.512 -0.699 -1.2 0.5 0.9
H 2.175 1.413 0.858 -1.4 -0.7 -0.8
H 2.337 -1.317 0.616 -1.3 0.8 0.6
H 0.583 -1.314 1.101 1.1 1.0 0.1
H 1.785 0.667 2.939 0.0 -1.7 0.0
H 3.216 -0.414 2.586 -1.7 0.0 0.1
```
Positions in Å, forces in eV/Å.

The calculation puts the LUMO energy at -3.167 eV. The HOMO-LUMO gap comes out at 10.59 eV. The net charge is +1.

This record from the OMol25 dataset describes a molecular structure, C7H17N at a distorted geometry. The level of theory is ωB97M-V/def2-TZVPD.

```
25
Properties=species:S:1:pos:R:3:forces:R:3
C 2.504 0.747 0.191 0.6 -0.6 0.5
C 2.983 -0.682 0.085 -0.5 -1.9 -1.1
C 2.499 -1.346 -1.272 0.7 1.2 1.6
C 0.981 0.823 0.024 0.1 1.8 0.5
N 0.219 0.617 1.080 1.1 -1.3 -3.1
C -2.489 1.482 0.705 -0.6 -0.7 2.0
C -2.784 -0.008 0.796 1.3 -0.7 -1.8
C -3.040 -0.611 -0.619 -1.0 -0.6 1.3
H 2.750 1.114 1.189 -0.3 0.1 0.0
H 3.114 1.345 -0.484 -0.5 0.2 -0.5
H 2.562 -1.322 0.868 0.2 0.3 0.3
H 4.059 -0.800 0.136 0.2 0.3 0.2
H 1.455 -1.625 -1.141 0.0 0.0 -0.5
H 2.645 -0.546 -1.996 -0.3 -0.4 -0.6
H 3.114 -2.209 -1.496 -0.1 -0.1 -0.2
H 0.664 1.134 -0.998 -0.4 0.5 0.5
H 0.737 -0.330 0.799 -0.2 -0.2 2.5
H -2.072 1.704 1.697 0.1 0.5 -0.3
H -3.421 2.028 0.644 0.0 0.5 -0.7
H -1.707 1.660 -0.024 -0.4 0.3 -0.3
H -1.815 -0.411 1.105 -0.4 -0.4 0.3
H -3.542 -0.362 1.496 -0.1 0.6 0.0
H -3.882 -0.094 -1.103 0.5 0.1 -0.2
H -2.132 -0.670 -1.220 -0.2 0.3 -0.1
H -3.404 -1.639 -0.464 0.2 0.1 -0.3
```
Positions in Å, forces in eV/Å.

The calculation puts the LUMO energy at 0.541 eV. The HOMO-LUMO gap comes out at 9.15 eV.